# 1
Below is 2 unconnected molecules or ions with the total composition C3H9N5 in a non-equilibrium geometry, with properties calculated with ωB97M-V/def2-TZVPD.

XYZ file:
```
17
Properties=species:S:1:pos:R:3:forces:R:3:mulliken_charge:R:1
C 0.7792 -1.1249 0.7480 1.23 3.90 -4.70 0.527
C -1.7390 1.5122 -0.7643 1.86 0.44 2.41 -0.316
C 0.4575 0.7291 -0.2389 1.33 -3.65 1.10 -0.195
N -1.2295 1.8244 0.6640 -0.87 -0.44 -1.05 -0.313
N -0.1189 1.3477 0.8597 -0.63 1.18 0.56 0.053
N 0.9377 -0.9044 2.0020 -0.83 -2.89 -2.49 -0.172
N 1.0738 -2.1748 0.0137 -0.44 -1.49 1.56 -0.346
N -0.6175 0.6133 -1.2918 -0.83 -0.97 -2.05 -0.189
H -2.6930 1.0797 -0.6656 -0.99 -1.11 -0.06 0.337
H -1.8473 2.4501 -1.2552 0.34 0.66 -0.86 0.335
H 1.4351 1.2367 -0.4870 -0.96 -1.05 -0.29 0.377
H 0.9814 0.0147 2.2797 -0.15 2.46 1.72 0.268
H 1.2973 -1.7314 2.4009 0.72 -0.48 2.18 0.251
H 1.3859 -2.3269 -0.9430 -0.51 1.11 -0.08 0.267
H 1.1805 -3.0739 0.5084 -0.03 0.38 -0.02 0.264
H -0.9535 -0.3671 -1.5830 0.40 1.27 1.45 0.436
H -0.3296 0.8954 -2.2475 0.34 0.67 0.61 0.415
```
Positions in Å, forces in eV/Å.

## Properties
Charge: +2
Electronic energy, Ha: -392.69668
HOMO-LUMO gap, eV: 9.5
LUMO, eV: -9.416
ΔE to the lowest compared entry with this formula, charge and spin, kJ/mol: 402.7
F_max, eV/A: 6.23


# 2
Below is a molecular structure, C19H20N9O4RuS, with properties calculated with ωB97M-V/def2-TZVPD.

XYZ file:
```
54
Properties=species:S:1:pos:R:3:forces:R:3:mulliken_charge:R:1
Ru 0.0038 -0.2929 0.8975 0.25 0.06 0.09 0.626
N 2.0894 -0.8053 -1.5903 0.11 -0.07 0.00 -0.185
C 2.6428 -0.9829 -0.4001 -0.03 0.08 -0.12 0.372
N 3.9112 -1.2855 -0.3230 0.12 -0.04 -0.02 -0.629
C 4.4533 -1.4463 0.8893 -0.06 0.03 -0.08 0.363
N 5.7257 -1.7164 0.9934 0.01 -0.02 0.02 -0.232
N 3.7422 -1.3460 2.0689 0.08 -0.05 0.12 -0.558
C 2.5004 -1.0843 1.9570 0.00 -0.04 -0.04 -0.120
N 1.8448 -0.8553 0.7436 -0.49 -0.02 0.00 0.082
C 1.6267 -1.0268 3.1401 0.04 -0.18 0.00 0.846
C 2.0802 -1.2132 4.4242 0.02 -0.04 0.08 -0.393
C 1.1486 -1.2185 5.4601 0.06 0.00 0.00 -0.463
C -0.1922 -1.0576 5.1616 -0.05 -0.01 -0.04 -0.874
C -0.5739 -0.8698 3.8415 -0.04 0.07 0.06 0.129
N 0.3232 -0.8456 2.8525 -0.22 0.24 -0.03 0.227
H 2.7065 -0.8762 -2.3875 0.00 0.01 -0.01 0.295
H 1.1821 -0.3887 -1.7130 -0.03 0.04 0.01 0.098
H 6.2967 -1.8073 0.1645 0.00 0.00 -0.02 0.284
H 6.1469 -1.8437 1.9023 0.01 0.00 0.01 0.279
H 3.1365 -1.3588 4.6018 0.00 0.01 -0.01 0.549
H 1.4712 -1.3561 6.4837 0.00 0.00 0.00 0.483
H -0.9471 -1.0682 5.9356 0.00 0.00 -0.01 0.445
H -1.6133 -0.7284 3.5767 0.00 0.05 -0.02 0.471
O -0.2275 0.8084 -0.9260 -0.12 -0.10 -0.16 -0.443
C -0.3449 1.8513 -0.2246 0.08 -0.22 0.49 1.220
O -0.2390 1.5359 1.0953 -0.13 0.22 -0.15 -0.721
C -0.5848 3.1833 -0.6423 -0.01 0.02 -0.22 0.318
C -0.6076 4.2397 0.2859 -0.04 0.12 0.03 -0.457
C -0.8505 5.5259 -0.1552 0.00 -0.10 -0.07 -0.794
C -1.0837 5.7585 -1.5106 0.00 0.10 0.08 -0.405
C -1.0647 4.6981 -2.4035 -0.02 -0.03 -0.10 -0.293
C -0.8115 3.4123 -2.0098 0.04 0.01 0.08 -0.338
N -1.3294 4.9475 -3.8458 0.05 -0.05 -0.02 1.032
O -1.4604 6.0940 -4.1851 -0.02 -0.03 0.02 -0.544
O -1.3861 3.9629 -4.5542 -0.01 0.07 0.03 -0.589
H -0.4325 4.0424 1.3347 0.00 0.02 0.01 0.498
H -0.8653 6.3514 0.5418 0.00 0.00 0.01 0.456
H -1.2840 6.7534 -1.8887 0.01 0.00 0.02 0.554
H -0.7954 2.6208 -2.7452 0.00 -0.01 0.01 0.611
C -1.9432 -4.3454 -0.7031 -0.01 0.03 -0.03 -0.826
N -2.1926 -3.0861 -1.4052 -0.04 -0.09 0.04 0.039
C -2.6632 -3.0926 -2.8131 0.00 0.01 0.06 -0.584
C -2.9465 -1.6056 -3.1050 0.02 0.01 0.04 -0.519
N -2.5088 -0.9613 -1.8469 -0.03 0.00 0.03 -0.002
C -2.1596 -1.8613 -0.9464 -0.13 0.04 -0.14 0.563
S -1.8147 -1.5138 0.7637 0.56 -0.21 0.00 -0.406
H -1.3754 -5.0004 -1.3603 0.02 0.01 -0.01 0.339
H -2.8903 -4.8236 -0.4555 -0.01 0.00 -0.01 0.347
H -1.3746 -4.1685 0.2046 0.00 0.01 0.01 0.280
H -3.5496 -3.7195 -2.8910 -0.01 -0.01 0.00 0.372
H -1.8809 -3.5111 -3.4441 0.01 0.00 -0.01 0.356
H -4.0021 -1.4039 -3.2733 -0.01 0.00 0.00 0.343
H -2.3729 -1.2262 -3.9464 0.01 0.01 0.00 0.325
H -2.6637 0.0073 -1.6250 0.01 0.05 -0.03 0.171
```
Positions in Å, forces in eV/Å.

## Properties
Charge: +3
Electronic energy, Ha: -2021.92572
HOMO-LUMO gap, eV: 6.1
LUMO, eV: -11.701
F_max, eV/A: 0.60


# 3
Below is a molecular structure, C3H3N3O in a non-equilibrium geometry, with properties calculated with ωB97M-V/def2-TZVPD.

XYZ file:
```
10
Properties=species:S:1:pos:R:3:forces:R:3:mulliken_charge:R:1
N 2.2329 -0.1158 0.8856 -0.47 -0.06 -0.31 -0.539
C 1.2438 -0.3437 0.1961 0.05 0.06 0.08 0.582
N -0.4958 0.6820 -1.5590 -0.71 0.64 0.23 0.078
N -1.3750 1.3754 -1.2040 0.67 -0.55 -0.31 -0.363
O -1.5577 -0.7011 1.8136 0.17 0.54 -0.92 -0.276
C -1.3877 -0.0997 0.8457 -0.23 -0.54 1.04 0.163
C 0.0798 -0.5648 -0.3780 0.54 -0.19 0.11 -0.625
H 3.0525 0.2527 0.4038 -0.06 -0.06 0.01 0.281
H -1.7154 1.0494 -0.1598 0.02 0.03 -0.01 0.359
H -0.0774 -1.5344 -0.8441 0.02 0.12 0.09 0.338
```
Positions in Å, forces in eV/Å.

## Properties
Electronic energy, Ha: -355.44972
HOMO-LUMO gap, eV: 8.7
LUMO, eV: 0.293
ΔE to the lowest compared entry with this formula, charge and spin, kJ/mol: 499.3
F_max, eV/A: 1.19


# 4
Below is a molecular structure, C24H22F3MnN7O4S4 in a non-equilibrium geometry, with properties calculated with ωB97M-V/def2-TZVPD.

XYZ file:
```
65
Properties=species:S:1:pos:R:3:forces:R:3:lowdin_spin:R:1
Mn -0.4103 -0.7443 -0.9603 -1.58 -0.23 1.09 1.011
N -3.2277 -4.1029 -0.3574 0.01 -0.02 -0.11 0.000
C -2.4150 -2.9884 -0.4050 0.02 0.08 0.06 0.000
S -0.7646 -3.1972 -0.7205 0.09 0.52 -0.07 0.004
N -3.0560 -1.8529 -0.1298 0.03 -0.08 -0.08 0.001
N -2.2570 -0.7787 -0.2279 0.05 -0.03 0.14 -0.007
C -2.7111 0.3374 0.2309 -0.07 0.14 0.03 -0.012
C -1.8564 1.5072 0.1621 -0.21 -0.10 0.11 -0.002
C -2.2698 2.7455 0.6490 -0.06 0.13 0.06 -0.002
C -1.4068 3.8233 0.5841 -0.10 -0.04 0.04 0.001
C -0.1506 3.6495 0.0267 0.02 -0.04 -0.01 -0.003
C 0.1818 2.3902 -0.4451 0.30 -0.02 -0.12 0.001
N -0.6366 1.3499 -0.3797 -0.03 -0.66 -0.11 -0.006
H -2.8556 -4.8717 -0.8912 -0.03 -0.02 0.03 0.000
H -4.1972 -3.8930 -0.5438 0.01 0.02 0.04 0.000
H -3.6945 0.3740 0.6903 -0.01 0.10 -0.04 -0.001
H -3.2613 2.8346 1.0753 0.02 0.04 0.01 0.000
H -1.7030 4.7903 0.9722 -0.03 -0.01 0.01 0.000
H 0.5670 4.4549 -0.0207 0.03 -0.02 -0.01 0.000
H 1.1482 2.2019 -0.9002 -0.01 -0.05 0.01 0.000
F -4.7634 -0.3269 -6.4842 -0.04 0.11 -0.01 0.000
C -3.7944 -0.9328 -5.7285 0.00 0.04 0.01 0.000
F -2.9552 -1.4761 -6.6235 0.17 -0.03 -0.12 0.000
F -4.4235 -1.9493 -5.1199 -0.09 -0.12 0.14 0.000
C -3.1477 0.0352 -4.7852 0.02 0.06 0.07 0.000
C -3.5408 1.3557 -4.8258 0.03 -0.09 -0.01 0.000
C -2.9695 2.2759 -3.9580 -0.04 0.04 -0.02 0.000
C -2.0484 1.7885 -3.0468 0.10 -0.08 0.06 0.000
N -1.6580 0.5250 -2.9622 -0.02 -0.10 -0.05 0.006
C -2.1403 -0.3990 -3.8549 -0.02 0.07 -0.05 0.001
S -1.5035 -1.9571 -3.7844 -0.05 0.09 0.05 0.009
H -4.2895 1.6708 -5.5389 -0.04 0.00 -0.03 0.000
H -3.2408 3.3230 -3.9731 0.01 -0.02 0.01 0.000
H -1.5960 2.4719 -2.3350 -0.02 0.00 -0.01 0.000
S 3.7434 -0.3209 -3.0931 0.28 0.01 -0.12 0.002
C 2.2999 -0.4962 -2.3386 -0.26 0.05 0.27 0.000
N 1.2899 -0.6019 -1.7689 1.48 0.09 -0.49 -0.003
C 5.4913 -2.8791 1.4267 -0.03 0.02 0.02 0.000
C 4.7261 -1.6572 1.8610 0.04 -0.03 0.01 0.000
C 4.6969 -1.2674 3.1954 -0.01 -0.01 0.00 0.000
C 3.9851 -0.1441 3.5945 0.00 0.00 -0.02 0.000
C 3.3089 0.5956 2.6386 0.07 0.04 -0.02 0.000
C 3.3300 0.2243 1.2971 -0.04 0.01 0.13 0.000
C 4.0362 -0.8990 0.9173 -0.02 -0.04 -0.06 0.000
S 2.2987 1.9655 3.1126 0.16 -0.01 -0.05 0.000
O 2.5044 3.0140 2.1515 -0.07 0.00 -0.05 0.000
O 2.5153 2.2321 4.5126 -0.04 -0.02 -0.01 0.000
N 0.7765 1.4181 2.9349 -0.19 -0.26 -0.07 0.000
C 0.3218 0.4318 3.9412 -0.07 -0.02 -0.09 0.000
C -0.7364 -0.4761 3.3098 0.27 0.16 0.01 0.000
C -0.0555 -1.3739 2.2552 -0.31 -0.21 -0.25 0.000
O 0.1695 -2.5420 2.5517 0.12 0.07 0.01 -0.001
O 0.2393 -0.7616 1.1643 0.14 0.32 -0.32 0.001
H 5.7434 -3.5112 2.2794 0.00 0.01 -0.01 0.000
H 6.4206 -2.5935 0.9277 -0.01 -0.01 -0.01 0.000
H 4.9063 -3.4683 0.7198 0.01 0.01 0.01 0.000
H 5.2166 -1.8640 3.9375 0.01 0.01 -0.01 0.000
H 3.9431 0.1622 4.6317 0.00 -0.01 -0.01 0.000
H 2.7770 0.7938 0.5615 0.01 -0.03 -0.04 0.000
H 4.0317 -1.1994 -0.1241 0.00 0.04 -0.03 0.000
H 0.6648 0.9830 2.0010 -0.03 0.12 0.08 0.000
H -0.0570 0.9749 4.8062 -0.05 0.02 0.00 0.000
H 1.1502 -0.1993 4.2823 0.03 0.02 0.01 0.000
H -1.5177 0.1304 2.8411 0.02 -0.02 0.02 0.000
H -1.1731 -1.1051 4.0833 0.00 -0.02 0.01 0.000
```
Positions in Å, forces in eV/Å.

## Properties
Charge: -2
Electronic energy, Ha: -4655.53176
HOMO-LUMO gap (alpha / beta), eV: 6.2 / 6.2
LUMO (alpha / beta), eV: 4.341 / 4.342
ΔE to the lowest compared entry with this formula, charge and spin, kJ/mol: 0.0
Spin multiplicity: 2
F_max, eV/A: 1.93


# 5
Below is a molecular structure, C4H9NO3 in a non-equilibrium geometry, with properties calculated with ωB97M-V/def2-TZVPD.

XYZ file:
```
17
Properties=species:S:1:pos:R:3:forces:R:3:mulliken_charge:R:1
C -0.8221 -1.0587 -0.2846 0.31 0.93 -0.33 -0.749
C -2.1650 -0.3950 -0.1084 -0.15 -0.12 0.01 -1.025
C 0.5929 -0.0924 0.9437 1.02 1.87 0.29 0.739
N 1.6876 -0.9229 0.9277 -0.34 -0.38 -0.42 -0.505
O 0.0544 0.4188 1.8822 -0.21 -0.55 -0.66 -0.553
H 2.2318 -0.8406 1.7764 -0.10 0.08 -0.15 0.250
H 2.2289 -0.8959 0.0702 0.00 0.13 0.13 0.267
H -0.5519 -1.3140 -1.3121 -0.08 -0.02 -0.09 0.342
H -0.6698 -1.9395 0.3337 0.16 0.21 0.15 0.396
H -2.9695 -1.0953 -0.3449 0.00 0.04 0.00 0.358
H -2.2964 -0.0789 0.9277 0.05 0.02 -0.02 0.299
H -2.2793 0.4796 -0.7509 0.03 -0.04 0.00 0.313
C 1.1672 1.2501 -0.6207 0.50 -0.15 0.74 0.366
O 0.5334 2.4352 -0.6924 -0.02 -0.06 -0.10 -0.408
O 2.2118 1.0191 -1.1823 -0.35 0.05 0.00 -0.593
H 1.0457 3.0321 -1.2725 -0.02 -0.16 0.08 0.351
H 0.0001 -0.0019 -0.2928 -0.78 -1.83 0.37 0.152
```
Positions in Å, forces in eV/Å.

## Properties
Electronic energy, Ha: -438.16243
HOMO-LUMO gap, eV: 8.7
LUMO, eV: 0.538
ΔE to the lowest compared entry with this formula, charge and spin, kJ/mol: 437.5
F_max, eV/A: 2.15


# 6
Below is a molecular structure, CH2ClNOS2 in a non-equilibrium geometry, with properties calculated with ωB97M-V/def2-TZVPD.

XYZ file:
```
8
Properties=species:S:1:pos:R:3:forces:R:3:mulliken_charge:R:1
C 0.9740 1.0943 -0.1818 -1.24 -2.76 -1.54 0.168
N 0.5700 -0.5478 -0.9278 -0.23 2.46 1.34 -0.215
O 1.2660 1.1575 0.9249 0.81 -0.07 1.33 -0.224
S -1.8086 -0.0292 0.8889 0.30 -1.56 -1.53 -0.205
S -1.1465 -0.4459 -1.1261 0.41 0.88 0.70 0.003
Cl 0.9109 -1.7690 0.2903 0.52 0.34 -0.43 -0.088
H 0.7364 1.9099 -0.8599 -0.06 -0.22 -0.75 0.361
H -1.5022 -1.3699 0.9914 -0.51 0.93 0.87 0.200
```
Positions in Å, forces in eV/Å.

## Properties
Electronic energy, Ha: -1425.76303
HOMO-LUMO gap, eV: 9.2
LUMO, eV: -0.118
ΔE to the lowest compared entry with this formula, charge and spin, kJ/mol: 171.9
F_max, eV/A: 3.40